Record 1
Computed, not measured: a cluster of 3 separate species, C29H59N2O8 in total at a distorted geometry, with the ωB97M-V functional and the def2-TZVPD basis.

Atoms and positions in Å:
C -1.4384 2.5240 6.8587
C -0.9508 1.7169 8.1854
O -0.2721 0.5200 7.7392
C -0.4886 -0.6000 8.6241
C -0.4013 -2.0307 7.9089
C 0.3284 -1.9853 6.4657
C 1.9211 -1.8348 6.5531
C 2.7245 -2.6769 5.4417
C 2.8098 -1.9759 4.0217
C 1.6356 -1.0968 3.4272
C 1.9869 -0.5891 2.0252
N 3.1485 -0.8074 1.2496
C 3.2486 -0.2148 -0.1454
C 2.0326 -0.8441 -1.0038
C 2.5270 -1.5356 -2.4005
C 1.9555 -0.6371 -3.5973
C 1.7248 -1.4663 -4.9552
O 1.1818 -2.7949 -4.7441
C -0.2750 -2.7826 -4.7656
N 4.1537 -1.5167 1.7375
C 3.9792 -2.0588 3.0132
H -2.4793 2.1745 6.5107
H -1.5066 3.6545 7.0403
H -0.7191 2.3396 5.9819
H -1.9054 1.4957 8.7716
H -0.2365 2.4293 8.7253
H -1.4923 -0.5687 9.1865
H 0.3333 -0.5449 9.4369
H -1.4850 -2.3651 7.6839
H 0.0199 -2.8537 8.5945
H 0.1069 -2.9951 5.9520
H -0.2019 -1.1702 5.8712
H 2.2377 -2.2790 7.5709
H 2.2992 -0.7557 6.5434
H 2.3498 -3.7656 5.3522
H 3.8095 -2.7712 5.8304
H 0.6629 -0.9035 3.9876
H 1.1837 0.0688 1.5273
H 2.9831 0.8985 0.0020
H 4.2758 -0.3715 -0.6024
H 1.4922 -1.6915 -0.4336
H 1.2161 -0.0525 -1.1918
H 2.1633 -2.6200 -2.4087
H 3.6756 -1.5427 -2.3329
H 2.7286 0.2045 -3.7702
H 0.9518 -0.1266 -3.3422
H 2.6988 -1.5182 -5.5727
H 0.9855 -0.8771 -5.6039
H -0.6469 -3.3762 -5.6641
H -0.6066 -3.3749 -3.8293
H -0.7358 -1.7467 -4.6576
H 4.8757 -2.6787 3.3853
C -0.7636 -5.6656 -9.0388
O -2.1760 -5.7509 -9.0703
C -2.7808 -5.6711 -7.7889
C -3.9385 -4.6706 -7.7732
O -3.5736 -3.2993 -7.9349
C -3.0673 -2.9059 -9.2113
C -4.0514 -3.0127 -10.3752
O -4.2945 -4.3725 -10.7174
C -5.6602 -4.6619 -10.9565
H -0.3358 -6.6408 -8.7878
H -0.4171 -5.3735 -10.0327
H -0.4192 -4.9086 -8.3265
H -2.0535 -5.4027 -7.0118
H -3.1758 -6.6677 -7.5569
H -4.4062 -4.7319 -6.7855
H -4.7160 -4.9489 -8.4835
H -2.1337 -3.4247 -9.4292
H -2.8035 -1.8488 -9.1029
H -3.6176 -2.5300 -11.2562
H -4.9804 -2.4910 -10.1130
H -6.3090 -4.1844 -10.2141
H -5.7945 -5.7423 -10.8757
H -5.9416 -4.3388 -11.9635
C 1.5673 3.9329 3.5883
O 1.5831 5.2414 3.0555
C 0.6078 5.4583 2.0457
C -0.1804 6.7468 2.2845
O -1.0394 6.7438 3.4229
C -0.4267 6.7250 4.7127
C 0.3997 7.9591 5.0709
O 1.6113 7.9986 4.3245
C 1.9186 9.2821 3.8095
H 2.1162 3.2539 2.9268
H 2.0624 3.9541 4.5619
H 0.5453 3.5692 3.7385
H -0.0884 4.6134 1.9658
H 1.1453 5.5497 1.0938
H -0.8416 6.8847 1.4234
H 0.4728 7.6184 2.2956
H 0.1455 5.8074 4.8515
H -1.2567 6.6705 5.4247
H 0.6733 7.9120 6.1294
H -0.2045 8.8599 4.9061
H 1.0313 9.7725 3.3946
H 2.6423 9.1563 3.0018
H 2.3594 9.9055 4.5934

Properties
LUMO energy: -4.6 eV
Kohn-Sham gap: 5.640 eV
total charge: +1

Record 2
Computed, not measured: a cluster of 10 separate species, C29H60N2O26 in total at a distorted geometry, with the ωB97M-V functional and the def2-TZVPD basis.

Atoms and positions in Å:
C -0.2531 2.9306 -2.5754
O -0.8034 3.8035 -1.5867
C -1.1767 5.0895 -1.7744
O -1.0091 5.7180 -2.8309
O -1.7265 5.5590 -0.6329
C -2.4083 6.8047 -0.7273
H -0.7988 3.1864 -3.4836
H -0.5089 1.8843 -2.4080
H 0.8254 3.0648 -2.6591
H -1.8140 7.6085 -0.2927
H -3.3677 6.6926 -0.2223
H -2.5600 7.0841 -1.7699
C 3.0015 -2.1697 -7.7674
O 2.2125 -2.2855 -6.5759
C 2.6556 -1.8437 -5.3974
O 3.7812 -1.3948 -5.2579
O 1.7999 -2.2444 -4.4371
C 1.9795 -1.9333 -3.1111
H 3.4001 -3.1027 -8.1656
H 3.7601 -1.3873 -7.7878
H 2.4160 -1.7308 -8.5753
H 1.4692 -0.9804 -2.9711
H 3.0088 -1.7614 -2.7963
H 1.6132 -2.5390 -2.2822
C 2.4169 1.3247 0.0694
O 1.5454 0.6509 -0.8781
C 0.6248 -0.1910 -0.3314
O 0.8192 -0.7985 0.7017
O -0.4214 -0.1530 -1.1759
C -1.5843 -0.9358 -0.8117
H 3.1016 1.9945 -0.4509
H 2.9160 0.6474 0.7623
H 1.8839 2.0340 0.7026
H -1.9484 -1.4460 -1.7035
H -2.3865 -0.3412 -0.3746
H -1.3171 -1.7225 -0.1061
C 4.4733 6.7505 0.1537
O 3.5243 6.5356 1.2249
C 3.3443 5.2925 1.8628
O 3.9761 4.3051 1.4615
O 2.5088 5.3614 2.9548
C 2.0353 4.1216 3.4797
H 4.7065 7.8078 0.2792
H 3.9172 6.5847 -0.7690
H 5.1841 5.9567 0.3837
H 1.4110 3.4730 2.8651
H 1.3217 4.3384 4.2747
H 2.9050 3.6783 3.9647
C -2.6304 2.5043 1.9665
O -1.3919 2.5031 2.5858
C -0.9819 1.3275 3.0969
O -1.5072 0.2305 3.0535
O 0.2076 1.5550 3.7225
C 0.7165 0.7185 4.7568
H -2.6634 3.5007 1.5258
H -3.4676 2.2516 2.6172
H -2.6004 1.6724 1.2629
H -0.0845 0.1037 5.1673
H 1.0827 1.2945 5.6066
H 1.5191 0.0472 4.4513
C -2.8126 -4.3985 0.8679
O -2.4399 -4.1409 -0.4751
C -1.5272 -4.8396 -1.1045
O -1.0527 -5.8736 -0.5841
O -1.1870 -4.1475 -2.2947
C -0.2913 -4.8020 -3.2083
H -2.9535 -3.4467 1.3801
H -2.1221 -4.9596 1.4975
H -3.7926 -4.8704 0.9397
H 0.6879 -4.6692 -2.7483
H -0.0787 -4.3387 -4.1718
H -0.4872 -5.8668 -3.3346
C 5.6166 -2.5580 4.2013
O 5.2306 -1.6021 3.2544
C 5.2231 -2.0342 1.9830
O 5.4581 -3.2574 1.5038
O 5.1024 -0.9135 1.2788
C 4.7106 -0.9613 -0.0826
H 6.6854 -2.6668 4.3856
H 5.2942 -3.5644 3.9342
H 5.0630 -2.4298 5.1315
H 3.6327 -1.0599 -0.2107
H 5.1826 -1.6288 -0.8035
H 4.8862 0.0292 -0.5023
C -5.6230 0.8406 -1.8761
O -4.9351 -0.1958 -2.4935
C -4.2217 -0.0856 -3.6522
O -4.2554 0.9089 -4.4279
O -3.5936 -1.2505 -4.0099
C -2.5136 -1.1597 -4.9756
H -6.1603 1.4217 -2.6256
H -5.0403 1.5131 -1.2467
H -6.4829 0.4635 -1.3225
H -2.2364 -2.1531 -5.3283
H -1.7857 -0.5387 -4.4536
H -2.8242 -0.6778 -5.9027
C -1.1754 -2.9240 4.3414
N -0.1116 -3.1242 3.3455
C 0.9585 -3.9243 3.3742
C 1.9983 -3.6742 2.2908
O 1.0590 -4.8076 4.1664
H -1.4838 -3.8326 4.8586
H -2.0690 -2.5169 3.8682
H -0.9483 -2.2537 5.1704
H -0.0201 -2.3458 2.7085
H 1.6781 -2.9858 1.5087
H 2.3002 -4.5211 1.6745
H 2.9075 -3.2397 2.7063
C -6.1602 0.6425 1.5661
C -4.8700 -0.1243 1.9236
N -4.5327 -0.4755 3.1431
O -4.1516 -0.4212 0.9828
H -6.8436 0.7686 2.4058
H -6.7930 0.0631 0.8939
H -6.0680 1.6067 1.0662
H -3.5510 -0.6750 3.2713
H -5.1317 -0.3532 3.9470

Properties
LUMO energy: 0.2 eV
Kohn-Sham gap: 9.522 eV
SMILES string: COC(=O)OC.COC(=O)OC.COC(=O)OC.COC(=O)OC.COC(=O)OC.COC(=O)OC.COC(=O)OC.COC(=O)OC.CNC(C)=O.CC(N)=O